w) A cluster of 2 separate species, C4H15N2O in total, computed with wB97M-V/def2-TZVPD.

XYZ file:
```
22
Properties=species:S:1:pos:R:3:lowdin_charge:R:1
C -0.8729 -2.4378 0.4929 -0.22
N -1.2587 -1.8664 -0.8030 0.01
C 0.4222 -1.7387 0.9314 -0.11
N 0.2857 -0.2606 0.6683 0.00
C -0.6486 0.4875 1.5394 -0.20
C -0.9261 1.8804 1.0149 -0.05
H -0.6173 -3.4976 0.3946 0.13
H -1.6556 -2.2608 1.2212 0.11
H -1.0295 -2.4989 -1.5671 0.10
H -2.2595 -1.7108 -0.8602 0.09
H 1.2390 -2.0464 0.2948 0.13
H 0.7412 -1.8430 1.9689 0.14
H -0.0418 -0.2217 -0.3117 0.15
H 1.1996 0.1912 0.6790 0.18
H -1.5605 -0.0980 1.6323 0.12
H -0.2042 0.5487 2.5348 0.14
H -1.0824 1.8365 -0.0606 0.08
H -0.0773 2.5397 1.2084 0.09
H -1.8651 2.2019 1.4670 0.10
H 2.7936 3.6414 -4.6549 0.03
H 4.1028 3.3028 -3.9147 0.03
O 3.3154 3.8507 -3.8757 -0.06
```

Output
Total charge = +1
Molar mass = 107.18 g mol⁻¹
Lowest unoccupied orbital energy = -2.9 eV

---

x) A structure of composition C4H15N2O, computed with wB97M-V/def2-TZVPD.

XYZ file:
```
22
Properties=species:S:1:pos:R:3:lowdin_charge:R:1
N -1.2934 -0.3353 -0.6531 0.23
C -0.3505 -0.3950 -1.6822 -0.18
C 1.1119 -0.8992 -1.1309 -0.09
N 1.2057 -0.7422 0.3722 -0.18
C 1.1837 0.6600 0.8348 -0.03
C 2.3069 -1.5248 0.8956 -0.06
H -5.2741 1.7883 2.7596 0.00
H -2.2568 -0.5559 -0.8259 0.11
H -5.4872 1.0404 2.6758 0.00
H -0.1192 0.5095 -2.2541 0.16
H -0.7759 -1.1941 -2.3395 0.15
H 1.9218 -0.3114 -1.6594 0.15
H 1.2184 -1.9477 -1.3915 0.12
H 2.0749 1.2722 0.6541 0.12
H 0.8327 0.6364 1.8888 0.13
H 0.2979 1.0572 0.3641 0.03
H 3.2614 -0.9018 0.7720 0.13
H 2.5391 -2.4267 0.3848 0.08
H 2.1893 -1.7594 1.9771 0.12
H -1.3086 1.1782 -0.3543 -0.05
H -1.9742 2.6937 -0.8652 0.08
O -1.3038 2.1575 -0.4228 -0.02
```

Output
Total charge = +1
Molar mass = 107.18 g mol⁻¹
Lowest unoccupied orbital energy = -8.7 eV

---

w) is the most stable structure; the next one sits 762.5 kJ/mol above it.

---

w) A cluster of 2 separate species, C4H15N2O in total, computed with wB97M-V/def2-TZVPD.

XYZ file:
```
22
Properties=species:S:1:pos:R:3:lowdin_charge:R:1
C 0.1117 1.3285 -0.9224 -0.18
N 0.2928 1.3819 0.5885 -0.16
C 1.3949 2.2964 0.9829 -0.12
C -0.2687 -0.0630 -1.5179 -0.10
N 0.1880 -1.1349 -0.4427 -0.04
C -0.5602 -2.4188 -0.8264 -0.05
H -0.7303 2.0609 -1.1167 0.14
H 1.0980 1.6184 -1.3842 0.13
H -0.6254 1.7640 0.9196 0.12
H 1.2198 2.9166 1.9113 0.10
H 2.2375 1.5669 1.0509 0.09
H 1.6314 3.1253 0.2911 0.08
H -1.3523 -0.2976 -1.4025 0.11
H -0.1291 -0.4581 -2.5701 0.15
H -0.0541 -0.6773 0.5400 0.13
H 1.2881 -1.3206 -0.5218 0.23
H -1.3594 -2.7290 -0.1063 0.10
H -1.0966 -2.4722 -1.7975 0.10
H 0.1032 -3.3260 -0.7652 0.11
H -1.6334 -0.6465 1.9508 -0.01
H -0.9321 -1.6070 2.9098 0.10
O -0.8237 -0.9079 2.2287 -0.01
```

Output
Total charge = +1
Molar mass = 107.18 g mol⁻¹
Lowest unoccupied orbital energy = -3.0 eV

---

x) A cluster of 2 separate species, C4H15N2O in total, computed with wB97M-V/def2-TZVPD.

XYZ file:
```
22
Properties=species:S:1:pos:R:3:lowdin_charge:R:1
C -0.2318 -0.6159 -2.6163 -0.05
C -0.3598 -0.3932 -1.1290 -0.41
C -0.8650 -1.5879 -0.3510 -0.15
C -1.0233 -1.4429 1.1753 -0.12
N 0.3258 -1.2311 1.8385 0.16
N 0.9407 0.1360 -0.5975 0.02
H -1.1029 -1.1202 -3.0378 0.09
H -0.2026 0.3479 -3.1387 0.09
H 0.6269 -1.2088 -2.8950 0.08
H -1.0115 0.4362 -0.8967 0.14
H -1.8584 -1.7635 -0.6454 0.11
H -0.4418 -2.5707 -0.5103 0.13
H -1.4215 -2.3405 1.5894 0.12
H -1.5761 -0.5541 1.4193 0.13
H 0.8931 -2.0523 1.8194 0.15
H 0.8086 -0.5196 1.1809 0.14
H 0.2376 -0.8274 2.7751 0.17
H 1.8015 -0.1774 -1.0403 0.10
H 0.9446 1.1488 -0.5975 0.09
H 1.5598 5.4236 1.2126 0.03
H 0.6813 5.8046 2.3671 0.03
O 1.2747 5.1084 2.0778 -0.07
```

Output
Total charge = +1
Molar mass = 107.18 g mol⁻¹
Lowest unoccupied orbital energy = -3.1 eV

---

x) is the most stable structure; the next one sits 208.2 kJ/mol above it.

---

w) A cluster of 2 separate species, C4H15N2O in total, computed with wB97M-V/def2-TZVPD.

XYZ file:
```
22
Properties=species:S:1:pos:R:3:lowdin_charge:R:1
C -1.1847 1.6393 -0.5845 -0.03
C -0.4597 0.3078 -0.4145 -0.35
C 0.1094 -0.2484 -1.6893 -0.14
C 0.6765 -1.6857 -1.5467 -0.22
N 0.9347 -2.1010 -0.1662 -0.02
N 0.6887 0.4467 0.6122 0.18
H -0.4974 2.3716 -1.0251 0.10
H -1.4334 2.0691 0.3852 0.08
H -2.0466 1.4732 -1.2220 0.10
H -1.1040 -0.3290 0.2004 0.15
H -0.7059 -0.2747 -2.4170 0.13
H 0.8628 0.3722 -2.1708 0.13
H 1.5977 -1.7047 -2.1227 0.12
H 0.0503 -2.4467 -2.0226 0.12
H 1.6902 -2.7657 -0.1205 0.09
H 0.1999 -2.5419 0.3756 0.10
H 0.2336 0.5380 1.5314 0.10
H 1.2253 1.2713 0.3552 0.16
H 1.1906 -0.4747 0.5542 0.11
H -1.5806 1.3699 3.3119 0.09
H -0.1127 1.2296 3.6109 0.05
O -0.7026 1.3958 2.8972 -0.03
```

Output
Total charge = +1
Molar mass = 107.18 g mol⁻¹
Lowest unoccupied orbital energy = -2.8 eV

---

x) A cluster of 2 separate species, C4H15N2O in total, computed with wB97M-V/def2-TZVPD.

XYZ file:
```
22
Properties=species:S:1:pos:R:3:lowdin_charge:R:1
C 0.4093 0.2582 1.9528 -0.08
C 0.5305 0.0628 0.5264 -0.38
C 0.9706 -1.3972 0.1030 -0.18
C 1.1633 -1.4658 -1.3492 -0.22
N -0.2249 -1.3012 -2.0271 -0.02
N -0.9087 0.0717 -0.0324 0.16
H -0.3070 -0.5129 2.4612 0.13
H 0.2475 1.3605 2.2279 0.11
H 1.4843 0.0103 2.3652 0.13
H 1.0971 0.7966 -0.0372 0.15
H 2.0174 -1.3688 0.6329 0.16
H 0.2520 -2.1092 0.5812 0.14
H 1.4884 -2.5459 -1.6204 0.15
H 1.8811 -0.6892 -1.7683 0.15
H -0.8169 -2.1371 -1.9263 0.11
H 0.1209 -1.1367 -2.9677 0.09
H -1.3315 1.0098 0.0129 0.12
H -1.4785 -0.5550 0.5266 0.15
H -0.8363 -0.1829 -1.0482 0.07
H -0.5149 3.4686 0.8586 0.11
H -2.1095 3.7192 0.9745 0.03
O -1.4627 3.0914 0.7181 -0.07
```

Output
Total charge = +1
Molar mass = 107.18 g mol⁻¹
Lowest unoccupied orbital energy = -2.7 eV

---

w) is the most stable structure; the next one sits 106.4 kJ/mol above it.

---

w) A cluster of 2 separate species, C8H12N2O in total, computed with wB97M-V/def2-TZVPD.

XYZ file:
```
23
Properties=species:S:1:pos:R:3:lowdin_charge:R:1
C -0.6350 -1.9754 3.2716 -0.07
C -0.2358 -0.9882 2.1418 -0.20
C -1.3753 -0.2717 1.4058 -0.04
C -0.4956 0.5147 2.2467 -0.32
O -0.0005 1.5874 2.5546 0.09
H -1.0290 -2.9905 2.8472 0.12
H -1.4362 -1.5358 3.8800 0.08
H 0.0293 -2.1371 4.0101 0.02
H 0.5659 -1.4825 1.5539 0.14
H -1.3283 -0.1331 0.3198 0.09
H -2.3587 -0.4138 1.7338 0.10
C -0.8843 0.6422 -2.1982 -0.08
C 0.2402 1.4937 -1.8259 -0.33
C 1.4217 1.7371 -2.5651 -0.08
N 2.0694 2.6556 -1.8537 0.00
N 1.4419 2.8772 -0.7322 -0.01
C 0.2303 2.3035 -0.7337 -0.06
H -1.2156 0.9299 -3.1639 0.06
H -0.6374 -0.5057 -2.1547 0.12
H -1.6297 0.7717 -1.4295 0.05
H 1.7695 1.3712 -3.5126 0.10
H 1.8314 3.6291 -0.2775 0.12
H -0.3923 2.2767 0.1363 0.11
```

Output
Molar mass = 152.20 g mol⁻¹
Lowest unoccupied orbital energy = 0.5 eV

---

x) A structure of composition C8H12N2O, computed with wB97M-V/def2-TZVPD.

XYZ file:
```
23
Properties=species:S:1:pos:R:3:lowdin_charge:R:1
C 1.4324 -0.0888 -0.4430 -0.22
C -2.3755 0.3799 -0.6311 -0.33
C 0.8487 0.9158 0.2477 -0.23
C 0.3138 -0.1697 1.1719 -0.30
C 2.4329 -0.3339 -1.5266 -0.03
C 0.5255 2.3064 0.0285 -0.07
C -0.4007 -0.1516 2.5168 -0.01
C -1.6743 -2.0315 -0.7612 -0.09
N 0.9124 -1.1460 0.5508 0.11
N -1.8454 -0.6759 -0.5426 0.09
O -2.9520 1.4018 -0.6404 0.12
H 3.1149 -1.0112 -1.2604 0.01
H 2.8813 0.6520 -1.9088 0.10
H 1.8210 -0.7651 -2.5076 0.14
H 0.2805 2.8798 0.8900 0.05
H -0.3571 2.4556 -0.6970 0.10
H 1.5106 2.9076 -0.3273 0.13
H -1.4776 0.3028 2.3867 0.12
H 0.0885 0.4229 3.2873 0.07
H -0.3241 -1.0982 2.8649 0.03
H -0.6399 -2.4724 -0.6471 0.10
H -2.3602 -2.5520 -0.2623 0.05
H -1.7556 -2.1284 -1.7894 0.07
```

Output
Molar mass = 152.20 g mol⁻¹
Lowest unoccupied orbital energy (spin up / spin down) = 0.5 / 0.5 eV

---

y) A cluster of 2 separate species, C8H12N2O in total, computed with wB97M-V/def2-TZVPD.

XYZ file:
```
23
Properties=species:S:1:pos:R:3:lowdin_charge:R:1
C -3.6130 0.3188 0.8565 -0.13
N -3.3122 -0.6159 -0.1362 -0.03
C -2.0015 -0.6576 -0.6508 -0.50
C -1.4733 -1.7687 -1.5712 -0.01
O -1.3498 0.4044 -0.5662 -0.07
H -2.8943 1.1253 0.8079 0.07
H -4.7362 0.6774 0.7644 0.12
H -3.3944 -0.1005 1.8984 0.10
H -3.6424 -1.5371 0.0861 0.12
H -2.0441 -2.8228 -1.5632 0.11
H -0.3742 -1.9554 -1.2156 0.09
H -1.6325 -1.0267 -2.5446 0.16
C 2.4162 -0.7376 1.0500 -0.12
C 1.1855 -0.2811 0.4927 -0.06
C 1.0557 0.9367 -0.2298 -0.14
N 2.1229 1.7225 -0.2811 0.02
C 3.3431 1.2211 0.1841 -0.12
C 3.5159 0.0345 0.9736 -0.10
H 2.3175 -1.8064 1.4109 0.12
H 0.3901 -0.9512 0.4487 0.04
H 0.1674 1.3633 -0.6928 0.09
H 4.0779 2.0883 -0.1304 0.13
H 4.3179 -0.4325 1.5515 0.10
```

Output
Molar mass = 152.20 g mol⁻¹
Lowest unoccupied orbital energy = 0.5 eV

---

y) is the most stable structure; the next one sits 56.8 kJ/mol above it.

---

w) The molecule C2H2Cl2S, computed with wB97M-V/def2-TZVPD.

XYZ file:
```
7
Properties=species:S:1:pos:R:3:lowdin_charge:R:1
S -1.4772 -0.8886 1.4599 0.69
C -0.0786 -0.6032 0.6571 -0.82
C 0.0448 0.5102 -0.3190 -1.30
Cl 1.7989 0.7922 -0.2550 0.57
Cl -0.4234 -0.0050 -1.8484 0.65
H 0.7351 -1.3675 0.5234 0.06
H -0.5995 1.5619 -0.2180 0.14
```

Output
Molar mass = 129.01 g mol⁻¹
Lowest unoccupied orbital energy = -1.0 eV

---

x) The molecule C2H2Cl2S, computed with wB97M-V/def2-TZVPD.

XYZ file:
```
7
Properties=species:S:1:pos:R:3:lowdin_charge:R:1
S -2.1157 0.5048 -0.1523 0.71
C -0.7539 -0.1259 0.5031 -0.76
C 0.4792 -0.0408 -0.2840 -1.21
Cl 1.4479 1.4436 -0.1479 0.54
Cl 1.5821 -1.4688 0.0607 0.50
H -0.8426 -0.3789 1.5846 0.07
H 0.2029 0.0660 -1.5642 0.15
```

Output
Molar mass = 129.01 g mol⁻¹
Lowest unoccupied orbital energy = -1.4 eV

---

w) is the most stable structure; the next one sits 17.6 kJ/mol above it.